1.
C15H18N4O4 | wB97M-V/def2-TZVPD

The SMILES is CCOc1cccc(/C=N/NC(=O)C[C@@H]2C(=O)NN=C2C)c1O. The energy above the lowest of the compared OMol25 structures with the same formula, charge and spin is 343.3 kJ/mol. For the HOMO energy, the calculation gives -8.23 eV. The lowest unoccupied orbital energy is 0.460 eV. The total energy comes out at -29996.438 eV.

Positions of all 41 atoms, in Å:
O: -2.4035 -1.7661 0.1577
O: 2.6831 2.7242 0.6577
O: -4.9146 -1.1922 -0.3626
O: 4.6131 0.6644 -2.0339
N: 3.1718 -2.0813 -0.5356
N: 1.7901 0.6401 0.6905
N: 0.5341 1.0418 0.4291
N: 3.4420 -1.2571 -1.5882
C: -3.4220 2.2007 -0.4071
C: 2.8237 1.5334 0.7626
C: -2.7282 -0.4591 -0.0259
C: 4.5197 -0.3539 0.2229
C: -2.1149 1.8699 -0.1407
C: 4.2336 -0.1850 -1.2736
C: -4.4022 1.2165 -0.4856
C: -6.3071 -0.9755 -0.4586
C: -4.0631 -0.1104 -0.2954
C: -1.7480 0.5337 0.0525
C: -6.9234 -0.5163 0.8587
C: 4.1828 0.8942 1.0485
C: 3.7384 -1.6117 0.5130
C: -0.3793 0.1634 0.3297
C: 3.6715 -2.2798 1.8347
H: -3.7021 3.2317 -0.5580
H: 4.9248 1.6665 0.8405
H: -6.5016 0.4354 1.1724
H: -6.5299 -0.2657 -1.2640
H: 5.5894 -0.5595 0.3462
H: -5.4194 1.5034 -0.6994
H: -7.9975 -0.4054 0.7398
H: -6.7285 -1.2513 1.6361
H: 1.9636 -0.3630 0.7966
H: -0.1726 -0.9065 0.4484
H: 3.0465 -1.4669 -2.4906
H: 4.2325 0.6534 2.1141
H: 3.3020 -1.5973 2.5996
H: 3.0179 -3.1453 1.7749
H: 4.6666 -2.6066 2.1354
H: -3.2178 -2.2808 0.0610
H: -1.3424 2.6178 -0.0751
H: -6.7114 -1.9519 -0.7407

2.
C4H8O3 | wB97M-V/def2-TZVPD

The total charge is +1. The energy above the lowest of the compared OMol25 structures with the same formula, charge and spin is 165.8 kJ/mol. As for the multiplicity: 2. The expectation value of S² is 0.758. For the HOMO energy (spin up / spin down), the calculation gives -14.95 / -14.53 eV. The lowest unoccupied orbital energy (spin up / spin down) is -5.085 / -9.284 eV. The total energy comes out at -10408.639 eV.

Positions of all 15 atoms, in Å:
O: -2.0324 0.8208 0.5587
O: -1.3885 0.0012 -1.9090
O: 0.6273 -3.0866 0.6507
C: -1.1647 1.2822 1.1860
C: 0.6086 0.2060 -0.6800
C: -0.4582 0.7079 -1.5891
C: 0.2304 1.1532 0.5402
H: -0.3095 1.6848 -1.9716
H: 0.6261 2.2106 0.3339
H: 0.7948 0.9341 1.4176
H: 0.5588 -0.8755 -0.5136
H: 1.6796 0.3778 -1.0429
H: 1.5356 -3.3670 0.3388
H: -1.2273 1.5918 2.3209
H: -0.0805 -3.6413 0.3595